Molecular formula: C36H36BN7NiO
Method: DFT, wB97M-V/def2-TZVPD

The geometry in XYZ format:
```
82
Properties=species:S:1:pos:R:3
Ni 0.000 0.000 0.000
C 2.562 1.450 -4.210
C 2.118 0.466 -3.172
C 2.827 -0.624 -2.739
C 2.009 -1.243 -1.799
N 0.843 -0.547 -1.680
N 0.953 0.504 -2.502
B -0.207 1.492 -2.655
N -0.348 2.319 -1.376
N -0.838 1.756 -0.264
C -0.881 2.748 0.670
C -0.443 3.941 0.104
C -0.132 3.633 -1.194
C 0.364 4.590 -2.234
C -1.313 2.581 2.084
C -1.223 3.647 3.005
C -1.611 3.472 4.337
C -2.094 2.237 4.769
C -2.194 1.176 3.867
C -1.808 1.350 2.535
N -1.365 0.598 -2.541
N -1.314 -0.053 -1.396
C -2.410 -0.855 -1.368
C -3.147 -0.672 -2.540
C -2.442 0.267 -3.263
C -2.792 0.826 -4.603
C -2.739 -1.777 -0.251
C -1.888 -1.864 0.864
C -2.179 -2.725 1.923
C -3.328 -3.516 1.886
C -4.186 -3.444 0.786
C -3.897 -2.581 -0.277
C 2.361 -2.467 -1.031
C 3.632 -3.068 -1.158
C 3.960 -4.205 -0.414
C 3.028 -4.759 0.465
C 1.766 -4.178 0.597
C 1.436 -3.042 -0.148
H 3.566 1.180 -4.600
H 1.841 1.452 -5.054
H 2.611 2.465 -3.765
H 3.809 -0.919 -3.078
H -0.138 2.153 -3.644
H -0.362 4.917 0.562
H 0.450 5.613 -1.813
H 1.360 4.265 -2.595
H -0.347 4.614 -3.086
H -0.847 4.617 2.712
H -1.532 4.296 5.035
H -2.390 2.102 5.801
H -2.571 0.218 4.200
H -1.899 0.527 1.856
H -4.069 -1.154 -2.836
H -3.737 0.377 -4.975
H -2.920 1.925 -4.524
H -1.977 0.602 -5.322
H -0.991 -1.261 0.919
H -1.512 -2.779 2.775
H -3.553 -4.183 2.707
H -5.076 -4.057 0.758
H -4.581 -2.550 -1.112
H 4.383 -2.665 -1.822
H 4.939 -4.654 -0.516
H 3.285 -5.637 1.044
H 1.042 -4.607 1.277
H 0.461 -2.613 -0.037
O -0.557 0.951 1.445
C -0.218 1.109 2.803
C 0.894 0.141 2.748
C 1.708 -0.204 3.813
C 2.712 -1.138 3.580
C 2.860 -1.684 2.306
C 1.993 -1.273 1.304
N 1.008 -0.370 1.490
H -1.521 1.659 1.094
H -1.037 0.785 3.447
H 0.111 2.130 3.004
H 1.570 0.237 4.793
H 3.377 -1.441 4.384
H 3.634 -2.413 2.097
H 2.069 -1.669 0.297
H 0.981 -1.155 0.082
```

E = -92087.549 eV
Lowest unoccupied orbital energy (spin up / spin down) = 0.0079 / 0.0055 Ha
⟨S²⟩ = 2.0479
Highest occupied orbital energy (spin up / spin down) = -4.1 / -6.6 eV
2S+1 = 3

Löwdin atomic charge list, values in e, 8 entries:
1 Ni 0.45
2 C -0.02
3 C -0.26
4 C 0.03
5 C -0.18
6 N 0.04
7 N 0.05
8 B -0.52